A single C23H28FN5O3 molecule at a distorted geometry, computed with ωB97M-V/def2-TZVPD.

Each line ends with the Löwdin charge.
Element x y z (Å)
C 4.032 -2.446 2.590  -0.070
O 4.267 -1.187 2.001  -0.065
C 3.266 -0.293 1.790  -0.208
C 3.682 0.880 1.165  0.006
C 2.812 1.916 0.899  -0.046
C 1.475 1.804 1.245  -0.243
C 0.510 2.927 0.974  -0.122
C 0.520 3.360 -0.505  -0.157
N -0.816 3.628 -0.992  0.065
C -1.373 2.940 -2.011  -0.475
O -0.758 2.102 -2.644  0.033
C -2.844 3.268 -2.278  -0.091
N -3.807 2.307 -1.778  -0.163
C -3.740 2.008 -0.366  -0.167
C -2.727 0.912 0.000  -0.109
C -3.024 -0.349 -0.816  -0.261
N -2.085 -1.394 -0.493  -0.043
N -2.512 -2.491 0.140  0.051
N -1.550 -3.281 0.386  0.060
C -0.401 -2.725 -0.087  -0.239
C 0.916 -3.186 -0.064  0.060
C 1.845 -2.354 -0.632  -0.275
F 3.138 -2.743 -0.659  0.059
C 1.534 -1.113 -1.205  0.006
C 0.240 -0.654 -1.236  0.011
C -0.734 -1.473 -0.669  -0.148
C -3.035 -0.019 -2.309  -0.103
C -4.038 1.114 -2.565  -0.165
C 1.045 0.632 1.852  0.021
C 1.908 -0.418 2.140  -0.189
O 1.497 -1.573 2.758  -0.113
C 0.178 -1.662 3.234  -0.071
H 3.676 -2.352 3.619  0.095
H 5.003 -2.942 2.585  0.096
H 3.321 -3.038 2.014  0.080
H 4.726 0.952 0.904  0.122
H 3.178 2.815 0.426  0.114
H 0.760 3.782 1.608  0.119
H -0.497 2.604 1.245  0.100
H 1.144 4.248 -0.645  0.124
H 0.919 2.558 -1.130  0.116
H -1.353 4.329 -0.507  0.141
H -3.090 4.241 -1.836  0.120
H -2.979 3.337 -3.360  0.131
H -4.738 1.672 -0.061  0.126
H -3.514 2.927 0.181  0.119
H -1.712 1.241 -0.218  0.088
H -2.798 0.690 1.067  0.125
H -4.003 -0.750 -0.522  0.153
H 1.178 -4.136 0.369  0.128
H 2.337 -0.527 -1.622  0.126
H 0.005 0.290 -1.699  0.083
H -2.046 0.297 -2.635  0.092
H -3.323 -0.900 -2.883  0.126
H -5.046 0.762 -2.313  0.124
H -4.027 1.385 -3.621  0.124
H 0.002 0.541 2.115  0.106
H -0.553 -1.642 2.421  0.074
H 0.117 -2.628 3.733  0.101
H -0.047 -0.866 3.951  0.099

Results
Maximum force = 1.33 eV/A
Orbital gap = 8.352 eV
SMILES = COc1ccc(CCNC(=O)CN2CCC(n3nnc4cc(F)ccc43)CC2)cc1OC
E_tot = -40615.1971 eV
Energy relative to the best compared isomer or geometry (same formula, charge and spin) = 1.415 eV

A single C23H28N2O2 molecule, computed with ωB97M-V/def2-TZVPD.

Each line ends with the Löwdin charge.
Element x y z (Å)
C 5.280 -3.780 -2.184  -0.095
C 5.362 -4.351 -0.767  -0.217
C 4.453 -3.591 0.157  -0.252
C 3.125 -3.971 0.316  -0.031
C 2.277 -3.250 1.134  -0.027
C 2.736 -2.127 1.811  -0.215
C 1.782 -1.332 2.663  -0.120
N 0.741 -0.740 1.845  0.093
C -0.526 -1.200 1.841  -0.483
O -0.940 -2.031 2.621  0.068
C -1.425 -0.557 0.783  -0.173
C -0.831 -0.696 -0.623  -0.024
C -0.138 0.634 -0.882  -0.490
O 0.654 0.881 -1.765  0.075
N -0.545 1.504 0.069  -0.061
C -0.214 2.909 0.035  -0.124
C -0.939 3.646 -1.105  -0.120
C -2.422 3.432 -1.022  -0.250
C -3.201 4.167 -0.137  -0.040
C -4.556 3.923 -0.018  -0.043
C -5.172 2.935 -0.777  -0.286
C -6.644 2.686 -0.656  -0.053
C -4.393 2.203 -1.664  -0.041
C -3.037 2.449 -1.786  -0.042
C -1.527 0.965 0.981  -0.088
C 4.058 -1.740 1.648  -0.036
C 4.907 -2.467 0.833  -0.037
H 5.574 -2.733 -2.188  0.074
H 5.937 -4.329 -2.854  0.067
H 4.262 -3.848 -2.561  0.074
H 6.392 -4.284 -0.410  0.108
H 5.074 -5.404 -0.785  0.108
H 2.756 -4.845 -0.202  0.114
H 1.249 -3.558 1.259  0.116
H 1.274 -1.981 3.382  0.128
H 2.312 -0.540 3.201  0.122
H 1.045 -0.115 1.114  0.139
H -2.402 -1.034 0.870  0.148
H -0.136 -1.529 -0.723  0.128
H -1.613 -0.820 -1.375  0.129
H -0.482 3.340 1.001  0.126
H 0.866 3.002 -0.117  0.129
H -0.559 3.261 -2.053  0.113
H -0.699 4.708 -1.036  0.119
H -2.740 4.940 0.463  0.114
H -5.146 4.507 0.674  0.112
H -6.896 1.675 -0.969  0.075
H -6.980 2.833 0.368  0.077
H -7.192 3.383 -1.292  0.084
H -4.854 1.433 -2.266  0.111
H -2.446 1.870 -2.482  0.117
H -1.296 1.262 2.009  0.136
H -2.531 1.331 0.733  0.121
H 4.430 -0.867 2.167  0.108
H 5.936 -2.157 0.720  0.113

Results
Maximum force = 0.70 eV/A
Orbital gap = 9.568 eV
SMILES = CCc1ccc(CNC(=O)[C@@H]2CC(=O)N(CCc3ccc(C)cc3)C2)cc1
E_tot = -31382.6214 eV
Energy relative to the best compared isomer or geometry (same formula, charge and spin) = 0.145 eV

A single C23H28N2O3 molecule, computed with ωB97M-V/def2-TZVPD.

Each line ends with the Löwdin charge.
Element x y z (Å)
C -5.495 -1.031 -1.458  -0.110
C -4.012 -1.129 -1.801  -0.261
C -3.142 -0.196 -0.961  -0.196
C -3.163 -0.562 0.529  -0.154
N -2.035 -0.029 1.262  -0.030
C -2.057 1.401 1.576  -0.081
C -0.902 2.176 0.987  -0.202
C -0.859 2.480 -0.367  -0.044
C 0.200 3.197 -0.896  -0.082
C 1.228 3.627 -0.075  -0.107
C 1.188 3.338 1.280  -0.094
C 0.129 2.619 1.806  -0.047
C -1.014 -0.741 1.785  -0.441
O -0.134 -0.197 2.433  0.073
C -0.929 -2.244 1.537  -0.055
C -0.226 -2.509 0.199  -0.087
N 0.976 -1.706 0.129  0.050
C 2.085 -1.952 0.918  -0.383
O 2.239 -2.948 1.572  0.128
C 3.030 -0.784 0.754  -0.109
C 2.331 0.160 -0.228  -0.112
C 1.031 -0.520 -0.568  -0.369
O 0.175 -0.150 -1.333  0.107
C 3.313 0.209 -1.430  -0.210
C 4.532 0.924 -0.902  -0.038
C 5.138 0.106 -0.052  -0.038
C 4.334 -1.170 0.005  -0.213
C 3.827 -1.235 -1.441  -0.079
H -5.685 -1.363 -0.441  0.065
H -5.840 -0.004 -1.555  0.075
H -6.080 -1.652 -2.132  0.069
H -3.677 -2.161 -1.667  0.105
H -3.874 -0.874 -2.853  0.108
H -2.112 -0.243 -1.316  0.086
H -3.496 0.828 -1.094  0.106
H -4.080 -0.186 0.997  0.128
H -3.169 -1.648 0.619  0.110
H -2.026 1.507 2.666  0.132
H -3.000 1.803 1.203  0.130
H -1.653 2.156 -1.020  0.099
H 0.221 3.419 -1.952  0.105
H 2.056 4.186 -0.487  0.101
H 1.985 3.672 1.928  0.104
H 0.110 2.383 2.859  0.111
H -0.301 -2.644 2.336  0.122
H -1.892 -2.749 1.568  0.108
H 0.051 -3.564 0.122  0.135
H -0.852 -2.222 -0.648  0.122
H 3.237 -0.355 1.735  0.169
H 2.119 1.157 0.159  0.137
H 2.868 0.599 -2.341  0.147
H 4.788 1.937 -1.151  0.106
H 6.004 0.296 0.554  0.107
H 4.830 -2.048 0.410  0.147
H 4.634 -1.384 -2.157  0.125
H 3.052 -1.982 -1.606  0.124

Results
Maximum force = 0.68 eV/A
Orbital gap = 9.760 eV
SMILES = CCCCN(Cc1ccccc1)C(=O)CCN1C(=O)[C@@H]2[C@H](C1=O)[C@H]1C=C[C@@H]2C1
E_tot = -33429.5659 eV
Energy relative to the best compared isomer or geometry (same formula, charge and spin) = 0.093 eV

A molecular structure, C23H28N2O3 at a distorted geometry, computed with ωB97M-V/def2-TZVPD.

Each line ends with the Löwdin charge.
Element x y z (Å)
C 5.104 -3.634 -0.692  -0.019
H 5.557 -2.600 -1.105  0.145
O 4.121 -4.077 -1.649  -0.051
C 3.202 -3.408 -2.063  -0.298
C 3.096 -2.042 -1.629  0.072
C 1.869 -1.589 -2.122  -0.174
C 1.055 -2.302 -2.991  -0.026
C 1.302 -3.351 -3.633  -0.227
C 2.411 -4.075 -3.128  -0.084
C 2.715 -5.463 -3.426  -0.037
H 2.377 -6.264 -2.803  0.095
H 3.764 -5.569 -3.907  0.136
H 2.261 -5.672 -4.261  0.006
O 0.406 -4.118 -4.471  -0.078
C -0.511 -3.350 -5.122  -0.098
H -1.341 -3.303 -4.269  0.151
H -0.911 -4.149 -5.617  0.077
H -0.226 -2.619 -5.527  -0.015
H 0.037 -1.458 -3.552  0.240
C 1.442 -0.208 -1.770  -0.343
O 1.548 0.821 -2.698  -0.092
N 1.260 -0.055 -0.503  -0.028
C 0.935 -0.898 0.494  -0.222
H 1.148 -2.020 0.179  0.179
C -0.452 -0.560 0.729  -0.187
N -0.717 0.678 1.500  -0.153
C -0.271 1.604 0.545  -0.308
C 0.915 1.529 -0.118  -0.044
H 1.262 2.036 -0.806  0.019
H 1.687 1.701 0.906  0.198
H -0.682 2.623 0.729  0.145
H -0.983 1.488 -0.520  0.198
C -2.051 0.767 2.041  -0.171
C -2.001 2.073 2.811  -0.046
C -3.067 2.892 2.620  -0.051
C -3.520 4.181 3.190  -0.118
C -4.450 5.045 2.950  -0.181
C -4.859 5.925 3.791  -0.098
C -3.827 6.621 4.492  -0.027
C -2.705 5.798 4.673  -0.238
C -2.430 4.683 4.329  -0.026
H -1.554 3.942 4.360  0.119
H -1.814 6.275 5.426  0.167
H -3.851 7.550 5.079  0.109
H -5.622 6.629 3.322  0.140
H -5.260 4.617 2.478  0.109
H -3.893 2.681 2.036  0.082
H -1.271 2.345 3.621  0.119
H -2.179 0.037 2.658  0.049
H -2.793 0.543 1.183  0.168
H -0.649 -1.392 1.729  0.194
H -1.096 -0.914 0.071  0.078
H 1.592 -0.471 1.412  0.178
H 3.534 -1.687 -0.815  0.061
H 4.634 -3.356 0.356  0.125
H 5.754 -4.482 -0.511  0.084

Results
Maximum force = 15.66 eV/A
Orbital gap = 7.699 eV
E_tot = -33408.1877 eV
Energy relative to the best compared isomer or geometry (same formula, charge and spin) = 21.471 eV